Entry P
The following is a quantum chemistry calculation of a 2-piece molecular cluster, C7H12N2O2S overall, from the Open Molecules 2025 dataset.

Last column: Mulliken charge in e.
Positions of all 24 atoms, in Å:
S 1.39 0.77 0.71  0.492
O 1.97 1.42 -0.44  -0.627
O -1.38 1.75 1.66  -0.103
N -2.77 0.86 0.18  -0.508
N -2.59 2.45 1.77  -0.415
C 0.11 -0.36 0.15  0.117
C -4.68 2.50 0.60  -0.877
C 2.73 -0.60 1.15  -0.606
C -3.35 1.89 0.85  0.595
C -0.11 -0.46 -1.32  -1.603
C 3.32 -0.97 -0.18  -1.000
C -1.57 0.83 0.67  0.247
H 0.67 -1.02 -1.67  0.506
H -4.61 3.07 -0.37  0.215
H -5.45 1.64 0.47  0.262
H -0.22 0.47 -1.94  0.300
H -5.01 3.32 1.33  0.286
H 2.79 -2.00 -0.49  0.175
H 3.58 -0.04 1.76  0.272
H 4.32 -1.17 -0.15  0.439
H 0.06 -1.12 0.95  0.481
H 2.33 -1.22 1.87  0.549
H 3.07 -0.24 -1.03  0.284
H -0.99 -0.95 -1.50  0.522

HOMO energy   -9.19 eV
Orbital gap   0.350 hartree

=====

Entry Q
The following is a quantum chemistry calculation of one molecule with the formula C7H12N2O2S, from the Open Molecules 2025 dataset.

Last column: Mulliken charge in e.
Positions of all 24 atoms, in Å:
S -0.03 2.37 0.07  -0.081
O 2.63 2.31 -0.29  -0.573
O -0.22 -1.35 -0.52  -0.619
N 1.43 0.29 -0.39  0.081
N -0.73 0.85 -0.29  -0.025
C 3.15 -1.12 0.73  -0.990
C -2.37 -0.04 1.34  -1.306
C -2.16 0.69 -0.01  0.229
C 0.09 -0.19 -0.41  0.610
C 2.66 -0.58 -0.62  -0.597
C 1.61 1.64 -0.23  0.551
C -2.84 -0.08 -1.12  -1.383
H -2.75 0.33 -2.10  0.380
H 4.08 -1.70 0.69  0.364
H -2.39 -1.09 -1.20  0.292
H 3.34 -0.27 1.46  0.266
H -2.07 -1.05 1.23  0.316
H 2.35 -1.35 -1.33  0.322
H -3.44 0.02 1.59  0.457
H -2.63 1.72 0.07  0.367
H 2.43 -1.77 1.26  0.281
H -3.90 -0.17 -0.82  0.407
H -1.68 0.49 2.04  0.306
H 3.45 0.04 -1.13  0.344

HOMO energy   -8.98 eV
SMILES   CCn1c(=O)sn(C(C)C)c1=O
Orbital gap   0.352 hartree

=====

Least stable structure: entry P

=====

Entry P
The following is a quantum chemistry calculation of one molecule with the formula C2H3N3O3, from the Open Molecules 2025 dataset.

Last column: Mulliken charge in e.
Positions of all 11 atoms, in Å:
O 0.73 -1.54 -1.24  -0.396
O 0.04 1.03 1.00  -0.345
O -0.47 2.58 -0.63  -0.475
N -0.89 0.26 -0.84  -0.498
N 0.91 -0.83 2.16  -0.554
N -0.11 -0.88 -0.20  0.188
C -0.54 1.25 -0.15  0.659
C 0.33 -0.51 1.06  0.345
H -0.17 -2.03 -1.64  0.415
H 0.85 -1.83 2.13  0.296
H -0.67 2.51 -1.66  0.364

HOMO energy   -9.62 eV
SMILES   [H]/N=c1/oc(O)nn1O
Orbital gap   0.360 hartree

=====

Entry Q
The following is a quantum chemistry calculation of C2H3N3O3 as an isolated structure, from the Open Molecules 2025 dataset.

Last column: Mulliken charge in e.
Positions of all 11 atoms, in Å:
O 1.09 -1.57 1.06  -0.506
O -0.76 1.00 1.25  -0.495
O -0.65 -1.88 -1.63  -0.450
N 0.62 0.82 0.42  -0.133
N 0.54 -0.58 0.08  0.267
N -0.52 0.41 -1.66  -0.364
C 0.21 1.19 -0.91  0.138
C -0.20 -0.90 -1.14  0.462
H 0.22 -2.41 1.36  0.389
H -0.09 2.28 -1.00  0.312
H -0.46 1.63 2.18  0.380

HOMO energy   -10.08 eV
Orbital gap   0.325 hartree

=====

Least stable structure: entry Q